Record 1
A molecular structure, C10H14BClN6O4Re in a non-equilibrium geometry, computed with ωB97M-V/def2-TZVPD.

Each line ends with the Löwdin charge.
Element x y z (Å)
Re: 0.7726 0.3570 -0.2716  1.8077
Cl: 0.7534 0.3505 4.1617  0.9820
O: 1.8800 0.5667 1.0170  -0.3168
O: 1.2885 -0.9320 4.7058  -0.3065
O: -0.6115 0.1323 3.5858  -0.3806
O: 0.7004 1.3900 5.2338  -0.2853
N: -1.0624 0.0460 -2.9215  -0.0630
N: 1.2527 -0.6646 -2.8636  0.0068
N: 0.4363 2.0066 -1.2531  -0.1687
N: 0.5994 1.8112 -2.6519  0.0131
N: -1.3249 -0.1049 -1.5991  -0.0602
N: 1.3271 -1.0559 -1.4976  -0.1581
C: 1.0675 3.9443 -2.2034  0.0321
C: -3.1854 -0.5217 -2.7496  -0.0075
C: 0.7535 3.3433 -0.9888  0.0014
C: 2.7007 -2.3367 -2.7450  0.0263
C: -2.6188 -0.4593 -1.4686  -0.0752
C: -2.1731 -0.1957 -3.6466  -0.0081
C: -2.0939 -2.2790 1.8261  -0.0390
C: 0.9754 2.9694 -3.1875  0.0267
C: 2.0811 -1.4239 -3.5762  0.0247
C: 2.2477 -2.1038 -1.4545  -0.0038
B: 0.3515 0.4718 -3.3769  -0.5018
H: -2.1963 -3.1732 1.1998  0.0370
H: -4.1877 -0.7925 -3.0182  0.1164
H: 3.3947 -3.0992 -3.0658  0.1383
H: 0.6878 3.7098 0.0236  0.1401
H: 0.4114 0.5489 -4.5688  0.1455
H: 1.1427 3.0032 -4.2497  0.1594
H: 2.1351 -1.2493 -4.6441  0.1629
H: -3.0564 -0.6818 -0.4895  0.1203
H: -3.0394 -1.8555 2.0951  0.0247
H: 2.4550 -2.6002 -0.5205  0.1405
H: 1.3481 4.9652 -2.3858  0.1346
H: -1.4868 -2.4727 2.7202  0.0293
H: -1.5894 -1.4877 1.2334  -0.0373
H: -2.1303 -0.1080 -4.7211  0.1420

Its expectation value of S² is 3.793. Its charge is +2. The LUMO energy (alpha / beta) comes out at -10.523 / -10.450 eV. As for the gap between HOMO and LUMO (alpha / beta): 0.2032 / 0.2053 hartree. As for the energy above the lowest of the compared OMol25 structures with the same formula, charge and spin: 0.692 eV. As for the spin multiplicity: 4.


Record 2
A molecular structure, C10H14BClN6Ru in a non-equilibrium geometry, computed with ωB97M-V/def2-TZVPD.

Each line ends with the Löwdin charge.
Element x y z (Å)
Ru: -0.3952 -0.0982 1.4384  1.0341
Cl: -1.4982 0.7084 3.2210  0.2802
N: -0.9213 -0.1188 -1.5188  0.0562
N: -1.3819 -0.5563 -0.2799  -0.0356
N: 1.3120 -0.5661 0.4127  -0.0398
N: 0.1612 1.9397 -0.7236  0.0461
N: 1.4346 -0.2267 -0.9320  0.0595
N: -0.0985 1.8033 0.6368  -0.0357
C: -0.1679 3.9855 0.0946  0.2011
C: -0.1395 -2.2333 2.9210  -0.0401
C: 2.3680 -1.3651 0.7221  0.0772
C: -2.7780 -1.2664 -1.8858  0.2048
C: -1.7530 -0.5450 -2.4789  0.1307
C: -0.2520 3.0508 1.1446  0.0343
C: -2.5231 -1.2628 -0.5080  0.0896
C: 3.1023 -1.6058 -0.4457  0.2032
C: 0.0761 3.2420 -1.0565  0.1388
C: 2.4781 -0.8936 -1.4573  0.1327
B: 0.3876 0.6932 -1.6108  -0.4274
H: 0.1769 3.5020 -2.0997  0.1857
H: 0.5494 -3.0667 2.7562  0.0798
H: -3.6042 -1.7288 -2.3905  0.1789
H: 2.5175 -1.7118 1.7372  0.1614
H: 0.6951 0.9785 -2.7373  0.1623
H: -0.6778 -2.0126 1.9624  -0.0160
H: -1.5297 -0.2823 -3.5019  0.1874
H: -3.0428 -1.7076 0.3305  0.1711
H: -0.8888 -2.4826 3.6767  0.0869
H: -0.2881 5.0551 0.1567  0.1781
H: 3.9730 -2.2300 -0.5363  0.1801
H: 0.4389 -1.3556 3.2617  0.0131
H: -0.4170 3.1737 2.2044  0.1338
H: 2.6865 -0.8163 -2.5139  0.1874

Its expectation value of S² is 6.031. Its charge is +4. The LUMO energy (alpha / beta) comes out at -15.783 / -18.986 eV. As for the gap between HOMO and LUMO (alpha / beta): 0.3058 / 0.1786 hartree. As for the energy above the lowest of the compared OMol25 structures with the same formula, charge and spin: 0.000 eV. As for the spin multiplicity: 5.


Record 3
A molecular structure, C10H14BFN6Sn in a non-equilibrium geometry, computed with ωB97M-V/def2-TZVPD.

Each line ends with the Löwdin charge.
Element x y z (Å)
Sn: 0.4773 -1.6815 0.9622  1.4700
F: 0.7484 -0.0559 2.0480  -0.3893
N: 1.6091 0.2158 -1.6711  -0.0060
N: -0.6602 -0.8176 -2.1302  0.0054
N: -0.9040 -1.3313 -0.8694  -0.0993
N: -1.3499 2.0885 -1.7730  0.1695
N: -0.2799 1.7594 -2.5695  0.0182
N: 1.7090 -0.3483 -0.4315  -0.1027
C: 3.7656 0.1700 -1.1261  -0.0034
C: -1.9844 -2.5793 -2.3742  -0.0020
C: -1.7353 -2.4001 -1.0187  -0.1149
C: -0.8043 3.8679 -3.0587  0.1092
C: -1.3087 -1.5738 -3.0418  0.0002
C: -1.6625 3.3659 -2.0434  -0.0377
C: 0.0593 2.8127 -3.3689  0.0728
C: -1.5410 -1.4893 1.9808  -0.0780
C: 2.8510 0.5229 -2.1140  -0.0125
C: 3.0179 -0.3497 -0.0703  -0.1087
B: 0.3220 0.3253 -2.5468  -0.4611
H: -1.6978 -0.8970 2.8882  0.1064
H: -2.5894 -3.3570 -2.7977  0.1219
H: 3.3546 -0.7227 0.8892  0.1207
H: -0.8412 4.8446 -3.4987  0.1391
H: -0.5813 -2.1214 2.2708  -0.0007
H: -2.4602 3.9069 -1.5420  0.1369
H: 2.9908 0.9111 -3.1142  0.1399
H: 4.8330 0.2661 -1.1681  0.1185
H: 0.6626 0.1025 -3.6878  0.1312
H: -1.2197 -1.3606 -4.0969  0.1472
H: -2.1171 -2.9614 -0.1779  0.1109
H: -1.5489 -0.7549 1.1536  0.0573
H: -2.3447 -2.2008 1.7780  0.0822
H: 0.8465 2.7295 -4.1096  0.1589

Its charge is +2. The LUMO energy (alpha / beta) comes out at -10.752 / -10.409 eV. As for the gap between HOMO and LUMO (alpha / beta): 0.1946 / 0.2095 hartree.


Record 4
A molecular structure, C10H14BIMgN6 in a non-equilibrium geometry, computed with ωB97M-V/def2-TZVPD.

Each line ends with the Löwdin charge.
Element x y z (Å)
I: -2.2706 -3.5760 -1.8380  0.0358
Mg: -0.2175 -1.9167 -2.0342  0.4743
N: 2.1125 0.2082 -1.0196  0.0014
N: 0.3075 0.0575 1.6230  0.0401
N: 1.6629 -1.0779 -1.3541  -0.0481
N: -0.8008 0.1597 -1.4976  -0.0420
N: -0.0970 1.3050 -1.1857  -0.0210
N: 0.9473 1.2011 1.1810  -0.0509
C: 1.1614 2.0053 2.2464  -0.1168
C: -0.6999 2.3748 -1.7471  -0.0618
C: 0.1687 0.1494 2.9371  -0.1854
C: 3.3948 0.3539 -1.4375  -0.0515
C: -1.8760 1.9523 -2.3430  -0.0604
C: 3.8344 -0.8635 -1.9562  -0.0621
C: 2.7563 -1.7445 -1.8102  -0.1487
C: -4.0122 -2.7071 2.4885  -0.0452
C: 0.6789 1.3814 3.4020  -0.0867
C: -1.9401 0.5710 -2.1107  -0.1444
B: 1.2255 1.3269 -0.3809  -0.4801
H: -5.0823 -2.7939 2.7020  0.0167
H: -2.5720 2.5626 -2.8833  0.0906
H: 1.7678 2.3849 -0.4891  0.1083
H: -3.8573 -2.6095 1.4085  0.0005
H: -0.2471 3.3477 -1.7122  0.1212
H: -2.7393 -0.1077 -2.3528  0.0873
H: 4.8068 -1.0736 -2.3802  0.0960
H: 1.6490 2.9580 2.1074  0.1052
H: -3.6040 -1.8308 3.0039  0.0167
H: -3.5115 -3.5856 2.8369  0.0014
H: -0.2780 -0.6442 3.5209  0.0928
H: 2.7300 -2.8133 -2.0001  0.1100
H: 3.9022 1.3062 -1.3484  0.1270
H: 0.6995 1.7384 4.4232  0.0803

The LUMO energy comes out at -0.848 eV. As for the gap between HOMO and LUMO: 0.2788 hartree. As for the energy above the lowest of the compared OMol25 structures with the same formula, charge and spin: 0.000 eV.


Record 5
A molecular structure, C10H14BIN6Sn in a non-equilibrium geometry, computed with ωB97M-V/def2-TZVPD.

Each line ends with the Löwdin charge.
Element x y z (Å)
I: 0.9643 -0.0548 2.0185  0.5162
Sn: -0.4673 -0.4147 -0.3405  0.9898
N: -0.0480 1.6221 -0.9299  -0.1373
N: 0.5700 1.8528 -2.1266  -0.0091
N: 1.6121 -0.4065 -2.5629  -0.0048
N: -1.3500 -0.4269 -2.2339  -0.1158
N: 1.2278 -1.0845 -1.4411  -0.1273
N: -0.6919 0.0882 -3.3229  0.0080
C: 2.2036 -1.9495 -1.0941  -0.0896
C: 2.8040 -0.8701 -2.9550  0.0105
C: 0.5352 3.7575 -0.9998  0.0066
C: -1.4909 0.0064 -4.3936  0.0219
C: -2.5806 -0.8376 -2.6321  -0.0600
C: -1.7086 -2.1231 0.7423  -0.0727
C: -0.0567 2.7658 -0.2175  -0.1031
C: 0.9196 3.1446 -2.1890  0.0046
C: 3.2079 -1.8547 -2.0573  0.0107
C: -2.6895 -0.5749 -3.9920  0.0077
B: 0.7296 0.7131 -3.1834  -0.4383
H: -3.2762 -1.2741 -1.9311  0.1254
H: 3.2509 -0.4526 -3.8433  0.1502
H: 1.4073 3.5081 -3.0823  0.1493
H: -2.0240 -0.9894 0.4945  0.0378
H: -0.4541 2.7889 0.7850  0.1131
H: 2.1217 -2.5355 -0.1902  0.1181
H: 0.6648 4.7879 -0.7274  0.1210
H: -1.1343 0.3746 -5.3451  0.1552
H: -3.5410 -0.7824 -4.6098  0.1233
H: -0.6890 -2.5156 0.5761  0.0415
H: 4.1100 -2.4338 -2.0861  0.1215
H: 1.1602 1.1197 -4.2218  0.1392
H: -1.8864 -2.1915 1.8222  0.0990
H: -2.3988 -2.7450 0.1618  0.0875

Its charge is +2. The LUMO energy comes out at -9.028 eV. As for the gap between HOMO and LUMO: 0.2607 hartree. As for the energy above the lowest of the compared OMol25 structures with the same formula, charge and spin: 0.467 eV.


Record 6
A molecular structure, C10H14BN7O2Os in a non-equilibrium geometry, computed with ωB97M-V/def2-TZVPD.

Each line ends with the Löwdin charge.
Element x y z (Å)
Os: -1.2005 0.9998 2.1374  1.6651
O: -3.1332 0.7401 4.3400  0.1761
O: -0.8345 2.6241 1.6386  -0.3696
N: 0.2408 -0.4486 2.2141  -0.1701
N: -1.6131 -0.0864 0.4663  -0.1722
N: -2.3353 0.8036 3.4680  -0.2806
N: -0.9361 -1.0018 -0.3264  0.0017
N: 0.9385 -1.1793 1.2478  0.0172
N: 1.5943 -0.7521 -1.4511  0.0231
N: 1.9182 0.5752 -1.7494  0.1842
C: 2.9743 -0.7678 -3.2356  0.0925
C: -2.9301 -0.1049 0.0987  -0.0739
C: 2.7595 0.5572 -2.7983  -0.0465
C: -0.5989 4.6837 -1.5272  -0.0395
C: 1.4183 -2.0368 3.2686  0.0131
C: -3.1227 -1.1937 -0.7440  0.0029
C: 2.2193 -1.5552 -2.3668  0.0564
C: 0.5535 -0.9525 3.4487  -0.0628
C: -1.8640 -1.7344 -0.9856  -0.0009
C: 1.5839 -2.1794 1.8986  -0.0006
B: 0.6094 -1.2907 -0.2906  -0.3927
H: -3.5919 0.6375 0.4926  0.1181
H: 2.1193 -2.6219 -2.3046  0.1481
H: 0.2193 5.3206 -1.3061  0.0069
H: -0.6109 4.4344 -2.5923  0.0223
H: 2.0402 -2.9618 1.3082  0.1469
H: 0.0592 -0.5541 4.3210  0.1172
H: -1.5448 5.1630 -1.2566  0.0279
H: 3.1651 1.4733 -3.2577  0.1475
H: -1.5725 -2.6048 -1.5626  0.1480
H: 0.6400 -2.4756 -0.5284  0.1182
H: -4.0709 -1.5269 -1.1134  0.1218
H: -0.5165 3.7535 -0.9561  -0.0161
H: 1.7997 -2.6686 4.0509  0.1266
H: 3.6233 -1.0689 -4.0467  0.1438

Its expectation value of S² is 6.065. Its charge is +2. The LUMO energy (alpha / beta) comes out at -8.309 / -10.724 eV. As for the gap between HOMO and LUMO (alpha / beta): 0.2594 / 0.2137 hartree. As for the spin multiplicity: 5.